Entry from OMol25: a structure of composition C3H3CuNaO3 (ωB97M-V/def2-TZVPD).

Last column: natural (NBO) charge in e.
Cartesian coordinates (Å):
H -0.748 -1.150 -0.721  0.2168
C -0.620 -0.407 0.093  -0.2044
C -1.963 0.208 0.329  0.4540
O -2.192 1.396 0.203  -0.6112
O 0.358 0.550 -0.201  -0.7609
H -0.382 -1.010 0.993  0.2111
H -2.784 -0.510 0.530  0.1444
Na -0.296 2.693 -0.194  0.9690
C 1.895 0.006 -0.523  0.3743
O 2.196 -1.141 -0.292  -0.7341
Cu 4.535 -0.635 -0.218  0.9410

Force components x, y, z for each atom (eV/Å):
H 0.0 0.2 0.2
C 0.1 -0.4 0.3
C -0.2 0.0 -0.7
O 0.2 -0.2 0.3
O 0.6 -1.0 -0.1
H 0.0 0.2 -0.2
H 0.2 0.2 0.2
Na -0.1 -0.3 0.0
C 1.5 0.5 0.1
O -0.8 0.7 0.2
Cu -1.5 0.0 -0.2

Computed properties:
**Highest occupied orbital energy**: -11.80 eV
**Charge**: +1

***

Entry from OMol25: a structure of composition C3H8INOS2 (ωB97M-V/def2-TZVPD).

Last column: natural (NBO) charge in e.
Cartesian coordinates (Å):
C -0.593 0.827 -2.308  -0.9550
C -0.694 1.343 0.607  -0.8288
C 1.411 -0.575 0.187  -0.7764
N -0.987 -1.246 -0.425  -1.1150
O -0.355 -0.919 2.246  -0.9731
S 0.377 -1.692 1.262  1.2650
S -0.326 0.160 -0.792  1.4339
I 2.416 -2.119 2.638  -0.2325
H -1.004 0.080 -2.988  0.2480
H -0.074 1.614 -2.742  0.2412
H -1.349 2.164 0.261  0.2461
H -1.095 0.786 1.448  0.2962
H 0.279 1.725 1.088  0.2429
H 1.988 -1.243 -0.547  0.2590
H 2.011 0.335 0.592  0.2574
H -2.004 -1.241 -0.526  0.3911

Force components x, y, z for each atom (eV/Å):
C -1.2 -2.7 1.8
C 1.4 1.3 0.0
C -0.6 0.9 -1.6
N -0.3 1.0 -1.4
O -0.7 0.4 0.5
S 1.3 -0.2 -0.2
S 1.1 0.0 1.3
I 0.8 -0.3 0.3
H 0.4 0.0 0.3
H 0.9 1.6 -0.1
H 0.5 -0.5 0.1
H -0.4 -0.4 -0.5
H -1.3 -0.3 -1.3
H -0.8 1.1 1.1
H -1.2 -1.9 -0.4
H 0.2 0.1 0.1

Computed properties:
**Highest occupied orbital energy**: -8.33 eV
**Charge**: 0

***

Entry from OMol25: the ion C5H15N2O with charge +1 (ωB97M-V/def2-TZVPD).

Last column: natural (NBO) charge in e.
Cartesian coordinates (Å):
C 1.703 0.756 -1.849  -0.6455
C 0.532 0.592 -0.875  -0.0534
C -0.724 0.349 -1.801  -0.0825
O -1.806 0.256 -0.851  -0.7860
N 0.724 -0.538 0.115  -0.6867
C 0.843 -0.204 1.523  -0.2596
C -0.557 -0.074 2.103  -0.2547
N -1.405 -1.253 1.586  -0.7344
H 1.852 -0.156 -2.323  0.2074
H 2.752 0.880 -1.339  0.2253
H 1.543 1.533 -2.628  0.2453
H 0.418 1.665 -0.213  0.1990
H -1.041 1.126 -2.639  0.2102
H -0.556 -0.626 -2.255  0.1803
H -2.594 0.640 -1.298  0.4962
H 1.598 -1.048 -0.202  0.3962
H 1.397 0.793 1.715  0.2241
H 1.467 -1.008 2.008  0.2317
H -0.513 0.063 3.248  0.2522
H -1.226 0.834 1.767  0.2467
H -0.714 -1.803 0.861  0.4748
H -2.025 -0.920 0.932  0.4584
H -1.667 -1.859 2.414  0.4550

Force components x, y, z for each atom (eV/Å):
C 2.0 1.3 1.8
C -0.3 3.3 0.5
C -0.2 1.0 1.0
O -1.4 0.4 -0.9
N 1.6 -0.4 -1.9
C 1.1 1.5 0.0
C -1.8 1.8 0.9
N 5.1 -2.8 2.1
H 0.0 -1.9 -1.3
H -2.1 0.4 -0.7
H 0.1 -0.4 0.8
H 0.0 -3.0 -1.8
H 1.4 -1.4 1.9
H -0.1 -0.1 -0.3
H 0.7 -0.5 0.7
H -1.5 0.8 0.6
H -0.8 -1.4 -0.2
H -0.9 0.7 -0.2
H -0.3 -1.0 -1.7
H 2.0 -1.4 0.3
H -1.3 1.4 1.9
H -2.9 1.0 -1.5
H -0.4 0.8 -1.8

Computed properties:
**Highest occupied orbital energy**: -13.48 eV
**Charge**: +1
**SMILES**: C[C@@H](CO)NCC[NH3+]